(1)
{"formula": "C23H25FN2O3", "method": "wB97M-V/def2-TZVPD", "symbols": ["C", "C", "C", "C", "C", "C", "C", "C", "O", "N", "C", "C", "C", "C", "C", "N", "C", "O", "C", "C", "C", "C", "C", "O", "C", "F", "C", "C", "C", "H", "H", "H", "H", "H", "H", "H", "H", "H", "H", "H", "H", "H", "H", "H", "H", "H", "H", "H", "H", "H", "H", "H", "H", "H"], "coordinates": [[-6.23419, 2.37530, -0.63798], [-5.58893, 1.17053, 0.02105], [-6.27670, -0.04195, 0.08613], [-5.69924, -1.14602, 0.71427], [-6.44351, -2.46579, 0.78645], [-4.42267, -1.03609, 1.26890], [-3.70899, 0.17088, 1.21226], [-2.33080, 0.25145, 1.83380], [-1.98972, -0.54681, 2.70234], [-1.54386, 1.24392, 1.38524], [-0.11400, 1.53505, 1.57108], [0.62880, 1.12955, 2.82351], [1.04938, 0.55481, 1.47477], [0.83279, -0.94511, 1.14727], [0.91311, -1.21827, -0.37392], [2.21281, -0.70480, -0.85706], [3.29642, -1.53386, -0.86004], [3.24061, -2.68668, -0.42550], [4.62180, -1.03689, -1.39659], [5.80546, -1.40484, -0.73693], [7.04909, -0.99497, -1.21505], [7.13138, -0.22819, -2.37522], [5.97091, 0.11364, -3.06725], [6.08449, 0.85185, -4.21742], [4.71672, -0.30158, -2.59372], [3.60646, -0.00005, -3.31418], [2.34486, 0.76136, -0.72040], [2.32950, 1.08997, 0.79108], [-4.31673, 1.27680, 0.58865], [-5.89451, 3.30419, -0.17862], [-5.99933, 2.40095, -1.70228], [-7.31806, 2.34976, -0.51968], [-7.26316, -0.12468, -0.34611], [-5.76685, -3.29224, 0.56561], [-6.84650, -2.62031, 1.78780], [-7.25560, -2.51495, 0.06035], [-3.98244, -1.89732, 1.75527], [-2.00728, 1.82730, 0.71274], [0.09799, 2.54682, 1.21875], [1.27237, 1.85837, 3.31512], [0.14896, 0.47119, 3.54832], [1.59425, -1.53916, 1.65499], [-0.10097, -1.33949, 1.52751], [0.74700, -2.26013, -0.65814], [0.12636, -0.67101, -0.89516], [5.75924, -2.01317, 0.15832], [7.94872, -1.27887, -0.68710], [8.09952, 0.08411, -2.73652], [6.99406, 1.01787, -4.46891], [3.18422, 1.19512, -1.26204], [1.47497, 1.20245, -1.21023], [2.42872, 2.16719, 0.92852], [3.21150, 0.65918, 1.26819], [-3.81832, 2.23388, 0.54799]], "de_lowest_kcal_mol": 18.4, "homo_ev": -8.9, "max_force_ev_per_a": 1.50, "smiles": "Cc1cc(C)cc(C(=O)N[C@H]2CC23CCN(C(=O)c2cccc(O)c2F)CC3)c1", "e_lumo_ev": 0.55, "total_charge": 0, "homo_lumo_gap_ev": 9.450}


(2)
{"formula": "C23H25FN4O2", "method": "wB97M-V/def2-TZVPD", "symbols": ["F", "C", "C", "C", "C", "C", "C", "H", "H", "H", "C", "N", "N", "C", "C", "C", "N", "C", "C", "H", "C", "C", "C", "C", "H", "H", "H", "H", "H", "H", "H", "H", "N", "C", "H", "C", "H", "H", "C", "C", "C", "H", "H", "H", "H", "O", "C", "H", "C", "H", "O", "H", "H", "H", "H"], "coordinates": [[-1.68300, -1.98118, 7.08310], [-1.15280, -1.22519, 6.09463], [-1.11255, -1.74069, 4.81545], [-0.56786, -0.96647, 3.79304], [-0.08025, 0.30680, 4.09152], [-0.13349, 0.79845, 5.38098], [-0.67245, 0.03436, 6.40336], [-0.72433, 0.39659, 7.41774], [0.24743, 1.78509, 5.59793], [0.33907, 0.89563, 3.29186], [-0.49953, -1.46823, 2.42994], [-0.08428, -0.66775, 1.43816], [-0.11834, -1.39904, 0.33305], [0.20052, -1.00611, -0.93443], [0.07589, -1.95655, -1.93589], [-0.38042, -3.25355, -1.59849], [-0.69673, -3.59992, -0.37417], [-0.56704, -2.69662, 0.58874], [-0.81623, -2.74500, 1.95225], [-1.16207, -3.59688, 2.49598], [-0.47350, -4.35115, -2.61874], [-0.34446, -3.85750, -4.05374], [0.81365, -2.87209, -4.14674], [0.46426, -1.62107, -3.34818], [-0.37246, -1.12012, -3.84712], [1.30384, -0.92267, -3.32580], [1.71832, -3.33115, -3.74345], [1.00534, -2.60030, -5.18615], [-1.26664, -3.36037, -4.36259], [-0.18305, -4.70693, -4.71939], [0.33102, -5.06019, -2.40076], [-1.41205, -4.88602, -2.46475], [0.66257, 0.27532, -1.19138], [-0.26441, 1.17346, -1.87076], [-0.48345, 0.77762, -2.86493], [0.34224, 2.56253, -1.98840], [1.32639, 2.51078, -2.45461], [-0.30326, 3.18827, -2.60598], [0.48829, 3.19955, -0.58848], [0.84773, 2.12769, 0.44528], [1.51901, 0.92812, -0.21109], [2.42644, 1.26058, -0.72999], [1.80866, 0.20958, 0.55397], [1.51287, 2.57301, 1.18385], [-0.06846, 1.80846, 0.94185], [-0.71264, 3.83961, -0.19732], [-0.64935, 5.18724, -0.60877], [-0.97745, 5.81046, 0.22646], [0.83383, 5.41339, -0.97272], [0.95667, 5.59719, -2.04801], [1.47079, 4.21550, -0.59581], [1.29223, 6.22924, -0.41207], [-1.30755, 5.36177, -1.46839], [-1.21202, 1.25302, -1.31728], [-1.50494, -2.72661, 4.62725]], "de_lowest_kcal_mol": 66.7, "homo_ev": -8.0, "max_force_ev_per_a": 1.12, "smiles": "Fc1cccc(-c2cc3nc4c(c(N5CCC6(CC5)OCCO6)n3n2)CCCC4)c1", "e_lumo_ev": 0.47, "total_charge": 0, "homo_lumo_gap_ev": 8.446}


(3)
{"formula": "C23H25FN4O6Ti", "method": "wB97M-V/def2-TZVPD", "symbols": ["Ti", "O", "C", "O", "C", "O", "N", "C", "C", "H", "H", "H", "H", "C", "C", "H", "H", "H", "F", "C", "C", "C", "C", "O", "C", "C", "N", "C", "C", "C", "C", "C", "C", "N", "C", "C", "N", "C", "C", "C", "O", "O", "H", "H", "H", "H", "H", "H", "H", "H", "H", "H", "H", "H", "H", "H", "H", "H", "H", "H"], "coordinates": [[0.03429, 0.36900, -3.71403], [-1.32115, -0.01376, -6.06649], [-0.91844, -0.20853, -7.23205], [0.85730, 1.13827, -5.55212], [0.93429, 1.27414, -6.82984], [1.77332, 2.05168, -7.50422], [0.14825, 0.57752, -7.71837], [1.42432, 1.98490, -8.98545], [0.55601, 0.77543, -9.11479], [2.32376, 1.92482, -9.60233], [0.86518, 2.88129, -9.26848], [1.12327, -0.07898, -9.49176], [-0.29271, 0.92188, -9.77894], [-1.34536, -1.20142, -8.18497], [-2.48741, -1.89799, -8.00990], [-0.69406, -1.40688, -9.03061], [-3.14506, -1.66821, -7.18186], [-2.77076, -2.69403, -8.69122], [-0.53705, 3.48967, 2.77796], [-0.31503, 2.15843, 2.53331], [-0.31218, 1.74305, 1.21822], [-0.06768, 0.38740, 0.87219], [-0.01177, -0.11005, -0.52394], [-0.13349, 0.59871, -1.63682], [0.26847, -1.51737, -0.60213], [0.46492, -2.31488, 0.51994], [0.31474, -1.88005, 1.79937], [0.56269, -2.75280, 2.88389], [0.74654, -4.24407, 2.70207], [1.93226, -3.37150, 2.88538], [0.14156, -0.50266, 1.99998], [0.19758, -0.02535, 3.32296], [-0.06831, 1.32071, 3.64233], [-0.09258, 1.79275, 4.95697], [0.83503, 1.28245, 5.97391], [0.04454, 0.71098, 7.14149], [-0.84788, 1.79834, 7.63252], [-1.77885, 2.35753, 6.61725], [-0.94106, 2.87764, 5.44936], [0.34966, -2.15222, -1.95116], [0.56856, -3.33408, -2.03240], [0.18842, -1.32879, -3.03810], [-0.50394, 2.42861, 0.39452], [0.71308, -3.35946, 0.41780], [0.14437, -2.41682, 3.83649], [0.48910, -4.85870, 3.56617], [0.50738, -4.71966, 1.73877], [2.54879, -3.20450, 1.99527], [2.40972, -3.46306, 3.86051], [0.40280, -0.67995, 4.16632], [1.48378, 2.11599, 6.33136], [1.46557, 0.52427, 5.49518], [-0.58917, -0.13202, 6.84599], [0.68965, 0.40171, 7.96377], [-1.40744, 1.43110, 8.42490], [-0.22910, 2.57519, 7.91393], [-2.35129, 3.14753, 7.10240], [-2.46134, 1.55202, 6.32213], [-0.30029, 3.71713, 5.79926], [-1.58581, 3.22767, 4.63811]], "homo_ev": [-11.1, -13.1], "max_force_ev_per_a": 4.28, "spin_multiplicity": 3, "e_lumo_ev": [-4.97, -5.00], "total_charge": 2, "homo_lumo_gap_ev": [6.121, 8.119]}


(4)
{"formula": "C23H25IIrN6O2Se", "method": "wB97M-V/def2-TZVPD", "symbols": ["Ir", "C", "C", "N", "C", "C", "C", "O", "C", "C", "N", "C", "C", "C", "C", "C", "C", "I", "C", "O", "H", "H", "H", "H", "H", "H", "H", "H", "H", "H", "H", "H", "N", "C", "C", "N", "H", "H", "H", "H", "H", "H", "H", "H", "N", "C", "C", "C", "C", "C", "C", "H", "H", "H", "H", "H", "Se", "C", "N"], "coordinates": [[-0.39619, 0.91871, -0.37789], [2.06000, 1.30481, -4.08242], [2.59949, 0.55892, -2.89521], [3.57993, -0.31551, -3.13191], [4.07312, -0.98810, -2.08963], [3.64593, -0.84728, -0.78904], [4.27776, -1.67103, 0.28838], [3.30941, -2.58229, 0.82892], [2.59765, 0.07054, -0.50202], [2.12875, 0.23202, 0.82223], [0.96713, 0.85909, 1.14102], [0.55779, 0.97483, 2.46253], [0.99462, 0.13543, 3.49514], [0.54854, 0.31330, 4.79392], [-0.35001, 1.32178, 5.11024], [-0.80806, 2.16047, 4.10313], [-0.35382, 1.98063, 2.81198], [-1.00307, 3.24124, 1.27704], [2.08257, 0.79321, -1.62037], [1.11177, 1.73068, -1.45389], [2.72429, 1.14305, -4.92810], [1.96717, 2.37191, -3.88840], [1.06534, 0.94145, -4.36205], [4.86574, -1.69634, -2.31371], [4.66763, -1.02819, 1.08776], [5.12065, -2.22236, -0.13698], [3.75212, -3.14404, 1.47239], [2.71338, -0.19286, 1.62420], [1.65966, -0.68633, 3.26686], [0.89743, -0.35908, 5.56729], [-0.69886, 1.45398, 6.12513], [-1.51138, 2.95192, 4.32547], [-1.45821, 0.73303, -2.25485], [-2.83186, 0.17653, -2.33083], [-3.90041, 1.22912, -2.07930], [-3.64072, 1.99557, -0.87500], [-1.41011, 1.61480, -2.76180], [-0.83320, 0.10480, -2.75739], [-2.89184, -0.63645, -1.60782], [-2.99804, -0.24491, -3.32542], [-4.86703, 0.70871, -2.08525], [-3.91809, 1.92741, -2.91815], [-3.85906, 1.48199, -0.03088], [-4.15663, 2.86480, -0.88143], [-1.54625, -0.26014, 0.49015], [-1.52752, -1.56338, 0.83153], [-0.33219, -2.31871, 0.76059], [-0.33730, -3.65342, 1.11199], [-1.51032, -4.26904, 1.53903], [-2.69078, -3.53345, 1.62029], [-2.70842, -2.19753, 1.27749], [0.58719, -1.83818, 0.44561], [0.58524, -4.21665, 1.05270], [-1.50579, -5.31639, 1.81023], [-3.60147, -4.01147, 1.95784], [-3.61661, -1.61249, 1.34580], [0.23252, 4.22917, -2.33711], [-1.50234, 4.39988, -2.84636], [-2.60724, 4.48184, -3.18369]], "homo_ev": [-5.7, -7.7], "max_force_ev_per_a": 0.15, "spin_multiplicity": 6, "e_lumo_ev": [0.37, -2.80], "total_charge": 0, "homo_lumo_gap_ev": [6.050, 4.887]}


(5)
{"formula": "C23H25N5O3S", "method": "wB97M-V/def2-TZVPD", "symbols": ["C", "H", "O", "C", "C", "C", "C", "C", "C", "H", "H", "C", "O", "N", "N", "C", "O", "C", "N", "C", "H", "C", "N", "C", "N", "C", "C", "S", "H", "C", "C", "C", "C", "C", "C", "H", "H", "H", "H", "H", "C", "H", "C", "H", "H", "H", "H", "H", "H", "H", "H", "H", "H", "H", "H", "H", "H"], "coordinates": [[-9.79636, -2.04060, -0.58808], [-9.58552, -1.75007, -1.62201], [-8.66494, -2.60649, 0.03080], [-7.54484, -1.85559, 0.16212], [-6.46197, -2.47842, 0.79079], [-5.28065, -1.80014, 0.97205], [-5.13402, -0.48623, 0.52188], [-6.21608, 0.13483, -0.09283], [-7.41088, -0.53813, -0.27068], [-8.23295, -0.02459, -0.74371], [-6.15128, 1.16312, -0.41578], [-3.83373, 0.17821, 0.75472], [-3.02495, -0.17463, 1.59649], [-3.58759, 1.27165, -0.02096], [-2.35507, 1.90723, 0.08740], [-1.85427, 2.62015, -0.93717], [-2.48730, 2.84610, -1.95165], [-0.46136, 3.17028, -0.65559], [0.28967, 2.25913, 0.18724], [1.37321, 2.86855, 0.93614], [1.66721, 2.16066, 1.71792], [2.60002, 3.17408, 0.06106], [3.03943, 1.96426, -0.59631], [3.99072, 1.17453, -0.05555], [4.22263, -0.03920, -0.41113], [5.31322, -0.57412, 0.22063], [5.92341, 0.26878, 1.10062], [5.12623, 1.80101, 1.15755], [6.77419, 0.10321, 1.72749], [5.70279, -1.94511, -0.08301], [4.86965, -2.72850, -0.88152], [5.21085, -4.03143, -1.18664], [6.38909, -4.57483, -0.70167], [7.22488, -3.80374, 0.08972], [6.88824, -2.49971, 0.39791], [7.55283, -1.90840, 1.00922], [8.14664, -4.22209, 0.46781], [6.65685, -5.59378, -0.93992], [4.55578, -4.62752, -1.80558], [3.95470, -2.29464, -1.25358], [1.99531, 1.33949, -1.38641], [1.74554, 2.01517, -2.21031], [0.75957, 1.07193, -0.51286], [1.01850, 0.32500, 0.24352], [-0.05130, 0.67798, -1.12757], [2.38548, 0.40740, -1.79189], [2.33840, 3.90400, -0.71235], [3.41112, 3.58217, 0.66471], [1.01058, 3.77990, 1.41438], [-0.59099, 4.11661, -0.12236], [0.00562, 3.39470, -1.62511], [-1.78480, 1.57726, 0.86009], [-4.05940, 1.48778, -0.88971], [-4.44316, -2.26999, 1.46438], [-6.58272, -3.49510, 1.12894], [-10.16572, -1.17280, -0.03274], [-10.55558, -2.82085, -0.58170]], "de_lowest_kcal_mol": 73.1, "homo_ev": -7.6, "max_force_ev_per_a": 1.12, "smiles": "COc1ccc(C(=O)NNC(=O)CN2CCN(c3nc(-c4ccccc4)cs3)CC2)cc1", "e_lumo_ev": 0.61, "total_charge": 0, "homo_lumo_gap_ev": 8.163}


(6)
{"formula": "C23H25N5O6PdS", "method": "wB97M-V/def2-TZVPD", "symbols": ["Pd", "O", "C", "C", "C", "C", "C", "C", "C", "O", "N", "N", "C", "C", "C", "C", "C", "C", "N", "H", "H", "H", "H", "H", "H", "H", "H", "H", "H", "C", "C", "C", "C", "C", "C", "C", "S", "O", "O", "N", "C", "C", "C", "O", "O", "H", "H", "H", "H", "H", "H", "H", "H", "H", "H", "H", "H", "N", "H", "H", "H"], "coordinates": [[2.38451, -0.25089, 0.69195], [-1.30381, 4.25037, 2.26227], [-1.08905, 3.65649, 3.43530], [-1.38837, 4.33668, 4.62163], [-1.16820, 3.73919, 5.84978], [-0.64614, 2.45135, 5.92266], [-0.35303, 1.77504, 4.74641], [-0.56670, 2.34844, 3.49868], [-0.25838, 1.62034, 2.21377], [-0.39451, 2.29112, 1.12773], [0.12283, 0.37681, 2.35276], [0.35812, -0.24620, 1.11775], [0.81296, -1.49166, 1.27295], [0.83711, -2.47390, 0.17706], [1.60995, -3.64292, 0.34354], [1.65500, -4.58156, -0.65785], [0.92491, -4.36029, -1.82546], [0.17717, -3.19855, -1.89361], [0.10823, -2.28366, -0.93138], [-0.94802, 3.52916, 1.58498], [-1.78653, 5.34177, 4.54525], [-1.39939, 4.28459, 6.75927], [-0.46571, 1.98476, 6.88389], [0.05191, 0.77099, 4.76405], [0.96679, -1.87802, 2.28197], [2.19800, -3.75330, 1.24596], [2.26458, -5.47146, -0.54825], [0.93846, -5.06288, -2.64863], [-0.41626, -2.98482, -2.77973], [5.27501, -1.71426, 4.21430], [5.17780, -0.39059, 3.50786], [6.24578, 0.08554, 2.75454], [6.11932, 1.22061, 1.97273], [4.91274, 1.90343, 1.97640], [3.84817, 1.47349, 2.75680], [3.98348, 0.32214, 3.51422], [4.61086, 3.17742, 0.79009], [5.87368, 3.65425, 0.28944], [3.66337, 4.08268, 1.37303], [3.85885, 2.43573, -0.44882], [4.54742, 1.87430, -1.61280], [4.37664, 0.36729, -1.75748], [5.13119, -0.39306, -0.65734], [6.36039, -0.50638, -0.78270], [4.43341, -0.84034, 0.30461], [6.29455, -1.91354, 4.54956], [4.98637, -2.51428, 3.52759], [4.60876, -1.75661, 5.07715], [7.16803, -0.48257, 2.71622], [6.91982, 1.54259, 1.32202], [2.91074, 2.01706, 2.74948], [3.12977, -0.04163, 4.07403], [2.94404, 2.06437, -0.19384], [5.60408, 2.12084, -1.51797], [4.16618, 2.38129, -2.50448], [4.79542, 0.08020, -2.72520], [3.31378, 0.10631, -1.73673], [0.23383, 1.21730, -1.84340], [0.62079, 0.28038, -1.91763], [1.01366, 1.86038, -1.94627], [-0.05193, 1.29173, -0.86331]], "de_lowest_kcal_mol": 0.0, "homo_ev": -1.4, "max_force_ev_per_a": 0.57, "e_lumo_ev": 4.77, "total_charge": -2, "homo_lumo_gap_ev": 6.191}